No. 1
The following is a DFT calculation (the ωB97M-V functional and the def2-TZVPD basis) of a 2-piece molecular cluster, C6H15N4O2 overall in a non-equilibrium geometry.

Each line ends with the Löwdin charge.
Element x y z (Å)
C (-2.434, 1.004, 0.641)  -0.425
C (1.834, 0.619, -0.888)  -0.117
C (1.617, -0.116, 1.338)  -0.167
C (3.272, 0.346, -0.855)  -0.214
C (2.959, -0.670, 1.200)  -0.192
C (-1.519, -1.856, -1.231)  -0.009
N (-1.985, 2.288, 0.753)  0.194
N (-3.586, 0.706, 1.048)  0.254
N (-1.631, 0.155, -0.048)  0.070
N (1.076, 0.350, 0.062)  -0.008
O (3.803, 0.142, 0.404)  -0.072
O (-2.112, -1.185, -0.081)  -0.156
H (-2.404, 2.939, 1.375)  0.110
H (1.284, 1.082, -1.699)  0.132
H (0.913, -0.861, 1.782)  0.143
H (1.541, 0.858, 1.822)  0.137
H (3.595, -0.288, -1.789)  0.174
H (3.800, 1.201, -1.262)  0.130
H (3.449, -0.624, 2.123)  0.120
H (2.915, -1.700, 0.765)  0.155
H (-1.628, -2.892, -0.953)  0.107
H (-0.558, -1.518, -1.447)  0.053
H (-2.078, -1.476, -2.055)  0.088
H (-1.293, 2.792, 0.246)  0.115
H (-4.179, 1.111, 1.673)  0.113
H (-3.817, -0.302, 0.883)  0.168
H (-0.556, 0.225, -0.119)  0.097

Cartesian forces (eV/Å) of the 6 atoms listed first:
C 5.189 2.495 -2.533
C -0.199 -0.092 -0.608
C -2.105 0.609 -0.605
C 1.721 0.893 -3.016
C 1.003 -1.035 -0.952
C -2.196 0.679 0.982

## Properties
**DFT total energy**: -16511.2597 eV
**LUMO**: -2.57 eV
**Charge**: +1
**Energy relative to the best compared isomer or geometry (same formula, charge and spin)**: 527.65 kJ/mol



No. 2
The following is a DFT calculation (the ωB97M-V functional and the def2-TZVPD basis) of C62H124Li3O17 as an isolated structure in a non-equilibrium geometry.

Each line ends with the Löwdin charge.
Element x y z (Å)
Li (-0.931, 1.493, -0.614)  0.549
Li (2.351, 0.861, -1.982)  0.570
Li (-1.190, 0.529, 2.860)  0.567
O (0.675, 0.953, -1.323)  -0.430
C (0.868, 0.070, -0.216)  -0.367
C (0.586, 0.735, 1.120)  -0.390
O (-0.744, 1.164, 1.199)  -0.398
H (2.008, -0.199, -0.170)  0.100
H (0.438, -0.891, -0.383)  0.065
H (1.371, 1.505, 1.306)  0.113
H (0.874, -0.055, 1.855)  0.102
C (-4.866, 1.882, 1.443)  -0.143
C (-4.523, 2.678, 2.665)  -0.156
C (-3.961, 1.594, 3.591)  -0.148
O (-3.220, 0.673, 2.740)  -0.219
C (-3.816, 0.724, 1.431)  -0.153
H (-4.821, 2.535, 0.537)  0.114
H (-5.871, 1.447, 1.461)  0.114
H (-5.317, 3.156, 3.172)  0.108
H (-3.643, 3.301, 2.406)  0.116
H (-4.867, 1.015, 3.911)  0.142
H (-3.237, 1.955, 4.362)  0.107
H (-4.330, -0.231, 1.300)  0.104
H (-3.084, 0.866, 0.650)  0.085
C (0.761, -7.217, 1.920)  -0.154
C (-0.623, -7.766, 2.427)  -0.158
C (-1.609, -6.721, 1.993)  -0.249
O (-1.022, -6.201, 0.824)  -0.175
C (0.437, -6.039, 1.025)  -0.166
H (1.261, -8.046, 1.386)  0.111
H (1.447, -6.916, 2.767)  0.116
H (-0.665, -8.043, 3.513)  0.127
H (-0.857, -8.638, 1.870)  0.091
H (-1.874, -6.005, 2.782)  0.109
H (-2.514, -7.273, 1.647)  0.134
H (0.661, -5.018, 1.503)  0.107
H (0.773, -6.051, -0.005)  0.116
C (-4.428, -5.107, -4.913)  -0.161
C (-4.909, -5.921, -3.698)  -0.132
C (-3.854, -5.366, -2.698)  -0.202
O (-2.645, -5.013, -3.346)  -0.138
C (-2.897, -4.914, -4.724)  -0.223
H (-4.938, -4.091, -4.840)  0.122
H (-4.717, -5.561, -5.874)  0.111
H (-4.837, -7.000, -3.839)  0.109
H (-5.919, -5.678, -3.333)  0.090
H (-3.603, -5.954, -1.827)  0.116
H (-4.265, -4.431, -2.315)  0.091
H (-2.436, -5.775, -5.280)  0.124
H (-2.506, -3.996, -5.170)  0.106
C (4.253, 5.965, 3.331)  -0.180
C (4.322, 6.102, 1.767)  -0.123
C (3.311, 5.008, 1.328)  -0.170
O (3.136, 4.152, 2.464)  -0.154
C (4.043, 4.533, 3.471)  -0.275
H (3.333, 6.465, 3.719)  0.128
H (5.245, 6.397, 3.718)  0.145
H (5.396, 5.912, 1.530)  0.119
H (4.136, 7.111, 1.455)  0.098
H (3.713, 4.419, 0.529)  0.079
H (2.331, 5.273, 0.990)  0.101
H (4.997, 4.003, 3.475)  0.120
H (3.414, 4.268, 4.378)  0.134
C (-2.307, -2.941, 1.690)  -0.086
C (-2.927, -2.934, 3.166)  -0.096
C (-1.954, -2.077, 4.008)  -0.193
O (-1.181, -1.395, 3.071)  -0.219
C (-1.077, -2.110, 1.897)  -0.215
H (-2.957, -2.499, 0.911)  0.079
H (-2.110, -3.888, 1.236)  0.087
H (-3.062, -3.852, 3.610)  0.062
H (-3.907, -2.404, 3.276)  0.117
H (-1.304, -2.743, 4.713)  0.154
H (-2.578, -1.293, 4.543)  0.130
H (-0.205, -2.812, 2.061)  0.141
H (-0.882, -1.412, 1.111)  0.089
C (6.441, 1.243, -0.603)  -0.136
C (5.717, 0.798, 0.616)  -0.157
C (4.269, 1.201, 0.349)  -0.128
O (4.191, 1.351, -1.101)  -0.195
C (5.363, 0.901, -1.694)  -0.187
H (7.360, 0.706, -0.781)  0.116
H (6.711, 2.252, -0.662)  0.095
H (6.124, 1.247, 1.536)  0.123
H (5.765, -0.272, 0.683)  0.084
H (3.949, 2.162, 0.691)  0.100
H (3.569, 0.462, 0.756)  0.101
H (5.609, 1.356, -2.590)  0.089
H (5.400, -0.221, -1.835)  0.139
C (4.878, -4.072, 1.938)  -0.167
C (3.381, -4.143, 1.599)  -0.142
C (3.144, -2.751, 0.945)  -0.149
O (4.445, -2.308, 0.383)  -0.179
C (5.526, -3.145, 0.942)  -0.176
H (5.281, -5.059, 2.010)  0.100
H (5.127, -3.596, 2.944)  0.125
H (2.680, -4.384, 2.406)  0.104
H (3.248, -4.948, 0.876)  0.104
H (2.778, -2.041, 1.651)  0.086
H (2.502, -2.851, 0.105)  0.089
H (6.257, -2.485, 1.425)  0.108
H (5.999, -3.618, 0.086)  0.114
C (3.190, 4.970, -3.525)  -0.162
C (3.738, 4.206, -4.693)  -0.128
C (3.422, 2.740, -4.272)  -0.163
O (2.660, 2.786, -3.068)  -0.174
C (3.072, 3.935, -2.377)  -0.185
H (2.274, 5.417, -3.823)  0.093
H (3.809, 5.782, -3.213)  0.105
H (4.841, 4.360, -4.721)  0.123
H (3.329, 4.501, -5.646)  0.107
H (4.319, 2.218, -4.117)  0.089
H (2.856, 2.280, -5.056)  0.102
H (4.017, 3.884, -1.816)  0.125
H (2.238, 4.273, -1.770)  0.099
C (-0.405, 3.818, 4.784)  -0.102
C (-1.211, 3.101, 5.948)  -0.129
C (-0.997, 1.641, 5.694)  -0.213
O (-0.629, 1.560, 4.318)  -0.251
C (0.282, 2.693, 4.025)  -0.139
H (0.422, 4.488, 5.308)  0.148
H (-1.040, 4.418, 4.124)  0.106
H (-2.266, 3.273, 5.816)  0.094
H (-0.863, 3.294, 6.956)  0.114
H (-1.870, 0.991, 5.865)  0.128
H (-0.219, 1.204, 6.283)  0.111
H (0.345, 2.768, 2.975)  0.086
H (1.239, 2.413, 4.409)  0.080
C (-6.030, -4.033, -0.096)  -0.135
C (-5.386, -2.614, -0.422)  -0.143
C (-6.093, -2.173, -1.718)  -0.154
O (-6.780, -3.336, -2.309)  -0.171
C (-7.043, -4.223, -1.184)  -0.213
H (-6.606, -3.851, 0.773)  0.093
H (-5.330, -4.835, -0.062)  0.094
H (-4.306, -2.641, -0.518)  0.062
H (-5.678, -1.978, 0.425)  0.098
H (-5.423, -1.917, -2.455)  0.062
H (-6.958, -1.462, -1.493)  0.145
H (-7.057, -5.279, -1.572)  0.119
H (-8.096, -4.003, -0.893)  0.125
C (0.792, -2.055, -3.251)  -0.141
C (2.118, -2.778, -3.383)  -0.165
C (3.049, -1.671, -3.023)  -0.200
O (2.447, -0.395, -3.301)  -0.209
C (1.141, -0.655, -3.841)  -0.172
H (0.466, -1.918, -2.222)  0.098
H (-0.073, -2.432, -3.829)  0.115
H (2.234, -3.333, -4.353)  0.133
H (2.189, -3.619, -2.662)  0.121
H (4.051, -1.878, -3.472)  0.142
H (3.221, -1.789, -1.975)  0.090
H (1.222, -0.607, -4.928)  0.131
H (0.409, 0.063, -3.402)  0.104
C (-2.767, -1.030, -3.252)  -0.109
C (-3.540, 0.143, -3.903)  -0.124
C (-3.690, 1.130, -2.767)  -0.166
O (-2.598, 0.817, -1.883)  -0.183
C (-2.580, -0.573, -1.809)  -0.202
H (-1.802, -1.162, -3.683)  0.076
H (-3.349, -1.915, -3.461)  0.096
H (-4.532, -0.135, -4.328)  0.127
H (-2.926, 0.563, -4.700)  0.097
H (-4.597, 0.922, -2.198)  0.120
H (-3.715, 2.184, -3.043)  0.114
H (-3.296, -0.901, -1.048)  0.096
H (-1.605, -0.892, -1.399)  0.117
C (2.965, 0.597, 5.691)  -0.120
C (4.436, 0.136, 5.506)  -0.162
C (4.425, -0.442, 4.139)  -0.201
O (3.123, -0.965, 3.923)  -0.131
C (2.184, -0.315, 4.744)  -0.204
H (2.957, 1.665, 5.202)  0.124
H (2.664, 0.566, 6.736)  0.111
H (4.730, -0.531, 6.275)  0.101
H (5.140, 0.959, 5.511)  0.111
H (5.092, -1.253, 3.892)  0.119
H (4.566, 0.424, 3.486)  0.112
H (1.598, -1.040, 5.236)  0.111
H (1.537, 0.321, 4.173)  0.077
C (-1.985, 5.555, -1.141)  -0.139
C (-0.481, 5.577, -0.851)  -0.129
C (-0.120, 4.158, -0.181)  -0.150
O (-1.244, 3.384, -0.629)  -0.255
C (-2.416, 4.234, -0.469)  -0.150
H (-2.261, 5.379, -2.217)  0.113
H (-2.544, 6.413, -0.822)  0.102
H (-0.121, 6.446, -0.223)  0.119
H (0.107, 5.673, -1.761)  0.082
H (-0.217, 4.302, 0.929)  0.126
H (0.773, 3.657, -0.490)  0.088
H (-2.602, 4.267, 0.594)  0.106
H (-3.248, 3.848, -1.100)  0.128
C (-1.017, 3.261, -6.245)  -0.137
C (-0.287, 2.373, -5.211)  -0.150
C (-0.551, 3.119, -3.886)  -0.159
O (-1.929, 3.576, -4.000)  -0.175
C (-2.049, 4.087, -5.348)  -0.157
H (-1.595, 2.637, -7.002)  0.119
H (-0.434, 3.953, -6.851)  0.096
H (0.758, 2.221, -5.495)  0.094
H (-0.787, 1.401, -5.240)  0.094
H (0.124, 4.010, -3.786)  0.126
H (-0.443, 2.475, -3.007)  0.095
H (-1.764, 5.143, -5.322)  0.116
H (-2.990, 3.929, -5.767)  0.090

Cartesian forces (eV/Å) of the 6 atoms listed first:
Li -0.543 0.397 -0.300
Li 0.132 1.005 0.211
Li -0.455 0.077 -0.374
O -0.404 -0.650 0.958
C 3.410 1.665 -1.110
C -0.016 -0.897 0.059

## Properties
**DFT total energy**: -101719.1537 eV
**LUMO**: -1.33 eV
**Charge**: +1



No. 3
The following is a DFT calculation (the ωB97M-V functional and the def2-TZVPD basis) of C6H14N2O as an isolated structure in a non-equilibrium geometry.

Each line ends with the Löwdin charge.
Element x y z (Å)
C (-1.292, 0.387, -0.391)  -0.127
C (1.202, 0.148, -0.853)  -0.383
C (2.385, -0.725, -0.427)  -0.116
C (-2.470, -1.547, 0.752)  -0.065
C (-1.483, -0.412, 0.775)  -0.283
N (-1.230, 1.743, -0.346)  0.113
N (1.515, 1.513, -1.236)  -0.022
C (-0.612, -0.214, 1.823)  -0.207
O (0.435, 0.543, 1.685)  -0.102
H (0.713, 0.360, 0.457)  0.079
H (-1.576, -0.025, -1.354)  0.131
H (0.726, -0.327, -1.710)  0.093
H (-0.905, 2.100, 0.546)  0.109
H (-0.716, 2.173, -1.112)  0.090
H (2.046, 1.981, -0.509)  0.075
H (2.044, 1.574, -2.100)  0.067
H (-0.647, -0.867, 2.698)  0.124
H (3.108, -0.857, -1.240)  0.062
H (2.901, -0.287, 0.430)  0.067
H (2.034, -1.715, -0.127)  0.068
H (-2.475, -2.073, 1.708)  0.075
H (-3.486, -1.196, 0.555)  0.074
H (-2.216, -2.277, -0.023)  0.079

Cartesian forces (eV/Å) of the 6 atoms listed first:
C -0.617 0.428 0.762
C 0.049 0.093 1.535
C 0.036 0.086 -0.243
C 0.019 -0.036 -0.141
C -0.072 0.283 -0.220
N 0.441 -0.598 -0.116

## Properties
**DFT total energy**: -11473.9989 eV
**LUMO**: 0.51 eV
**Charge**: 0
**Energy relative to the best compared isomer or geometry (same formula, charge and spin)**: 363.86 kJ/mol



No. 4
The following is a DFT calculation (the ωB97M-V functional and the def2-TZVPD basis) of C37H32BrN9O4SSr as an isolated structure.

Each line ends with the Löwdin charge.
Element x y z (Å)
Sr (-1.226, 0.694, -1.224)  1.477
O (-0.285, 2.967, -0.499)  -0.082
C (-0.683, 4.261, -0.786)  -0.230
C (0.279, 5.260, -0.819)  -0.017
C (-0.081, 6.572, -1.084)  -0.086
C (-1.410, 6.881, -1.323)  -0.090
C (-2.355, 5.867, -1.294)  -0.043
C (-2.030, 4.541, -1.020)  -0.098
C (-3.188, 3.525, -0.978)  -0.440
O (-2.877, 2.275, -1.275)  -0.414
N (-3.814, 3.678, 0.458)  0.010
N (-3.600, 2.663, 1.349)  0.021
C (-4.017, 1.507, 0.991)  -0.257
C (-3.764, 0.345, 1.860)  -0.592
Br (-3.366, -1.187, 0.788)  0.835
C (-3.726, 0.379, 3.189)  -0.093
C (-3.364, -0.589, 4.232)  -0.220
C (-3.169, -1.961, 4.051)  -0.057
C (-2.778, -2.765, 5.111)  -0.088
C (-2.566, -2.226, 6.372)  -0.094
C (-2.768, -0.868, 6.572)  -0.086
C (-3.167, -0.067, 5.516)  -0.052
H (0.681, 2.922, -0.502)  0.098
H (1.317, 5.002, -0.641)  0.120
H (0.679, 7.342, -1.109)  0.103
H (-1.707, 7.898, -1.540)  0.100
H (-3.395, 6.100, -1.498)  0.116
H (-3.964, 3.947, -1.637)  0.125
H (-3.429, 4.514, 0.878)  0.094
H (-4.531, 1.339, 0.050)  0.104
H (-3.958, 1.372, 3.567)  0.118
H (-3.325, -2.415, 3.087)  0.041
H (-2.642, -3.826, 4.947)  0.104
H (-2.257, -2.861, 7.193)  0.100
H (-2.619, -0.433, 7.552)  0.102
H (-3.326, 0.992, 5.678)  0.112
N (5.418, -2.050, -6.373)  0.096
C (4.503, -1.500, -5.486)  -0.320
C (4.768, -1.483, -4.114)  -0.023
C (3.840, -0.976, -3.226)  -0.051
C (2.634, -0.483, -3.700)  -0.303
C (2.353, -0.495, -5.058)  -0.062
C (3.284, -0.997, -5.948)  -0.028
S (1.430, 0.113, -2.574)  0.542
O (0.387, 0.774, -3.378)  -0.404
O (2.072, 0.984, -1.604)  -0.328
N (0.732, -1.032, -1.729)  -0.198
C (-0.093, -1.924, -2.366)  -0.507
N (-1.336, -2.000, -1.851)  0.030
C (-2.156, -2.908, -2.378)  -0.141
C (-1.790, -3.726, -3.423)  -0.054
C (-0.510, -3.524, -3.925)  -0.116
N (0.336, -2.646, -3.413)  0.152
H (6.370, -2.091, -6.051)  0.088
H (5.337, -1.750, -7.330)  0.088
H (5.708, -1.869, -3.739)  0.111
H (4.072, -0.975, -2.169)  0.078
H (1.407, -0.107, -5.408)  0.111
H (3.069, -1.005, -7.010)  0.110
H (-3.152, -2.963, -1.947)  0.100
H (-2.466, -4.456, -3.841)  0.099
H (-0.148, -4.093, -4.775)  0.112
C (-0.331, 1.089, 3.534)  -0.044
C (-0.540, 1.323, 2.191)  -0.135
N (-0.282, 0.402, 1.251)  -0.007
C (0.219, -0.765, 1.637)  -0.110
C (0.485, -1.088, 2.969)  -0.200
C (0.171, -0.141, 3.930)  -0.008
C (1.020, -2.404, 3.347)  -0.031
C (2.029, -3.068, 2.785)  -0.030
C (2.951, -2.598, 1.738)  -0.272
C (3.661, -3.518, 0.969)  -0.003
C (4.527, -3.010, 0.019)  -0.120
N (4.695, -1.704, -0.169)  0.069
C (3.977, -0.911, 0.623)  -0.183
N (3.126, -1.286, 1.564)  0.154
H (-0.587, 1.848, 4.261)  0.113
H (-0.958, 2.262, 1.848)  0.099
H (0.410, -1.479, 0.843)  0.107
H (0.314, -0.364, 4.981)  0.123
H (0.508, -2.884, 4.176)  0.111
H (2.232, -4.072, 3.144)  0.108
H (3.549, -4.583, 1.115)  0.110
H (5.099, -3.671, -0.624)  0.111
H (4.088, 0.156, 0.472)  0.116

Cartesian forces (eV/Å) of the 6 atoms listed first:
Sr -0.363 0.060 0.205
O 0.005 0.039 -0.070
C -0.059 -0.100 0.020
C 0.001 0.044 -0.041
C 0.003 -0.016 0.001
C 0.000 -0.009 -0.003

## Properties
**DFT total energy**: -142204.4011 eV
**LUMO**: -0.08 eV
**Charge**: 0
**Energy relative to the best compared isomer or geometry (same formula, charge and spin)**: 0.00 kJ/mol